{
  "formula": "C45H42N4P2PtS3",
  "method": "ωB97M-V/def2-TZVPD",
  "s_squared": 6.046,
  "multiplicity": 5,
  "gap_ev": [7.4, 4.0],
  "total_charge": 4,
  "e_lumo_ha": [-0.3483, -0.4815],
  "species": ["Pt", "C", "S", "C", "C", "C", "N", "P", "C", "C", "C", "C", "C", "C", "C", "C", "C", "C", "C", "C", "P", "C", "C", "C", "C", "C", "C", "C", "C", "C", "C", "C", "C", "H", "H", "H", "H", "H", "H", "H", "H", "H", "H", "H", "H", "H", "H", "H", "H", "H", "H", "H", "H", "H", "H", "H", "H", "H", "H", "H", "H", "H", "S", "C", "C", "C", "N", "C", "C", "C", "C", "C", "N", "C", "C", "H", "H", "H", "H", "H", "H", "H", "H", "S", "C", "N", "C", "C", "C", "C", "C", "C", "H", "H", "H", "H", "H"],
  "positions_angstrom": [[1.098, 0.188, 1.279], [3.408, -7.572, 1.738], [2.985, -5.884, 1.407], [1.973, -5.997, -0.064], [1.677, -4.657, -0.737], [0.901, -3.643, 0.113], [0.348, -2.516, -0.699], [-1.231, -2.698, -1.195], [-1.432, -4.163, -2.173], [-0.976, -4.133, -3.499], [-1.112, -5.256, -4.295], [-1.709, -6.402, -3.778], [-2.166, -6.433, -2.464], [-2.044, -5.314, -1.658], [-2.366, -2.634, 0.144], [-3.712, -2.965, -0.100], [-4.630, -2.883, 0.930], [-4.222, -2.450, 2.188], [-2.894, -2.095, 2.424], [-1.965, -2.163, 1.405], [1.246, -1.019, -0.666], [2.869, -1.509, -1.258], [2.996, -2.160, -2.489], [4.254, -2.418, -3.000], [5.388, -2.021, -2.294], [5.265, -1.367, -1.079], [4.002, -1.111, -0.557], [0.649, 0.028, -2.038], [-0.298, -0.261, -3.015], [-0.628, 0.672, -3.992], [0.021, 1.894, -4.024], [1.003, 2.179, -3.081], [1.307, 1.260, -2.094], [3.966, -7.602, 2.671], [4.022, -7.943, 0.911], [2.493, -8.167, 1.807], [1.063, -6.531, 0.242], [2.522, -6.659, -0.741], [1.075, -4.902, -1.614], [2.605, -4.217, -1.098], [1.529, -3.207, 0.897], [0.068, -4.143, 0.618], [-0.533, -3.234, -3.911], [-0.776, -5.235, -5.322], [-1.834, -7.272, -4.408], [-2.634, -7.328, -2.075], [-2.416, -5.336, -0.641], [-4.032, -3.284, -1.084], [-5.664, -3.145, 0.754], [-4.946, -2.376, 2.988], [-2.594, -1.774, 3.412], [-0.933, -1.870, 1.578], [2.114, -2.444, -3.053], [4.358, -2.912, -3.957], [6.370, -2.216, -2.704], [6.149, -1.048, -0.543], [3.896, -0.596, 0.392], [-0.787, -1.228, -3.061], [-1.374, 0.432, -4.737], [-0.220, 2.615, -4.793], [1.532, 3.122, -3.118], [2.070, 1.500, -1.361], [0.378, 3.868, 6.800], [0.685, 2.816, 5.433], [1.947, 2.500, 4.934], [2.020, 1.737, 3.781], [0.939, 1.296, 3.125], [-0.271, 1.613, 3.606], [-0.446, 2.368, 4.749], [1.751, 3.845, 7.818], [2.002, 5.023, 8.547], [3.056, 4.992, 9.445], [3.787, 3.899, 9.667], [3.522, 2.776, 8.990], [2.521, 2.684, 8.046], [2.854, 2.870, 5.389], [2.983, 1.491, 3.353], [-1.123, 1.266, 3.039], [-1.445, 2.612, 5.086], [1.414, 5.920, 8.408], [3.314, 5.873, 10.018], [4.132, 1.915, 9.233], [2.310, 1.750, 7.546], [-2.552, 2.554, -0.482], [-1.630, 1.267, 0.137], [-0.430, 1.557, 0.550], [-0.155, 2.917, 0.366], [1.045, 3.577, 0.647], [1.128, 4.927, 0.384], [0.039, 5.632, -0.152], [-1.144, 4.993, -0.448], [-1.224, 3.624, -0.189], [-2.036, 0.266, 0.190], [1.894, 3.029, 1.031], [2.051, 5.455, 0.583], [0.133, 6.692, -0.344], [-1.978, 5.533, -0.874]]
}



{
  "formula": "C6H10N2",
  "method": "ωB97M-V/def2-TZVPD",
  "gap_ev": [6.8, 8.3],
  "e_lumo_ha": [-0.0219, -0.0041],
  "species": ["C", "C", "C", "C", "C", "N", "C", "N", "H", "H", "H", "H", "H", "H", "H", "H", "H", "H"],
  "positions_angstrom": [[-0.635, 0.408, 0.548], [0.677, 0.691, 1.246], [-1.570, 1.435, 0.046], [-0.283, -0.868, -0.103], [1.153, -0.200, 0.140], [-0.687, -1.144, -1.443], [2.248, -0.297, -0.605], [-0.544, -1.839, 0.866], [-0.005, -0.905, -2.152], [-0.972, -2.113, -1.522], [-1.222, -1.610, 1.592], [0.776, 0.324, 2.266], [1.012, 1.729, 1.185], [-1.095, 2.046, -0.732], [-2.455, 0.977, -0.397], [-1.849, 2.132, 0.843], [3.172, 0.185, -0.310], [2.278, -0.952, -1.468]]
}



{
  "formula": "C48H48BrCl2KN6O3S2",
  "method": "ωB97M-V/def2-TZVPD",
  "gap_ev": 3.5,
  "total_charge": -2,
  "e_lumo_ha": 0.1250,
  "species": ["K", "Br", "C", "C", "C", "C", "C", "C", "N", "N", "C", "C", "C", "C", "O", "C", "N", "C", "C", "C", "C", "H", "H", "H", "H", "H", "H", "H", "H", "H", "C", "C", "C", "C", "C", "C", "C", "C", "S", "C", "N", "C", "C", "C", "C", "C", "C", "C", "C", "H", "H", "H", "H", "H", "H", "H", "H", "H", "H", "H", "H", "H", "H", "H", "H", "Cl", "C", "C", "C", "Cl", "C", "O", "C", "C", "O", "C", "H", "H", "H", "C", "C", "C", "C", "N", "C", "S", "N", "C", "C", "C", "C", "H", "H", "H", "H", "H", "H", "H", "H", "H", "H", "H", "H", "H", "H", "H", "H", "H", "H", "H", "H"],
  "positions_angstrom": [[-0.466, 0.426, -1.320], [-5.493, 2.375, -6.878], [-5.203, 3.549, -5.415], [-6.273, 4.246, -4.882], [-6.051, 5.116, -3.825], [-4.781, 5.279, -3.277], [-3.718, 4.565, -3.834], [-3.925, 3.703, -4.902], [-4.654, 6.319, -2.299], [-3.775, 6.324, -1.388], [-3.031, 5.241, -0.948], [-1.769, 5.599, -0.456], [-0.786, 4.695, -0.141], [-1.002, 3.289, -0.264], [-0.107, 2.444, -0.075], [-2.406, 2.884, -0.591], [-2.679, 1.563, -0.523], [-3.910, 1.148, -0.724], [-4.975, 2.029, -0.945], [-4.715, 3.370, -1.023], [-3.393, 3.847, -0.897], [-7.266, 4.117, -5.291], [-6.869, 5.687, -3.402], [-2.718, 4.667, -3.431], [-3.096, 3.139, -5.312], [-1.572, 6.665, -0.403], [0.199, 5.019, 0.171], [-4.073, 0.073, -0.688], [-5.983, 1.650, -1.054], [-5.526, 4.068, -1.163], [1.226, 3.410, 4.744], [1.982, 2.407, 3.859], [2.271, 3.084, 2.518], [3.314, 2.052, 4.534], [1.130, 1.146, 3.691], [0.706, 0.441, 4.836], [-0.142, -0.645, 4.765], [-0.577, -1.062, 3.507], [-1.724, -2.277, 3.056], [-1.508, -1.824, 1.357], [-0.620, -0.911, 1.159], [-0.113, -0.422, 2.358], [0.732, 0.687, 2.447], [-2.363, -2.444, 0.330], [-3.602, -2.979, 0.722], [-4.499, -3.492, -0.187], [-4.170, -3.467, -1.548], [-2.949, -2.992, -1.965], [-2.017, -2.487, -1.039], [1.826, 4.315, 4.878], [1.008, 2.999, 5.731], [0.279, 3.695, 4.279], [2.762, 4.045, 2.697], [1.362, 3.268, 1.940], [2.937, 2.483, 1.894], [3.918, 2.955, 4.667], [3.887, 1.349, 3.926], [3.160, 1.600, 5.517], [1.030, 0.775, 5.815], [-0.479, -1.140, 5.668], [0.994, 1.198, 1.528], [-3.875, -2.960, 1.771], [-5.453, -3.882, 0.147], [-4.882, -3.819, -2.285], [-2.662, -2.973, -3.008], [0.688, -4.434, -7.353], [0.245, -3.146, -6.215], [-0.020, -1.892, -6.694], [-0.358, -0.919, -5.738], [-0.704, 0.701, -6.345], [-0.418, -1.116, -4.351], [-0.687, -0.190, -3.504], [-0.176, -2.486, -3.902], [-0.252, -2.900, -2.537], [-0.806, -2.095, -1.453], [0.166, -3.456, -4.859], [0.025, -1.650, -7.746], [-0.319, -3.955, -2.296], [0.366, -4.475, -4.538], [3.477, -6.130, 2.556], [2.349, -5.240, 2.047], [2.781, -4.343, 0.894], [1.662, -3.403, 0.453], [2.048, -2.458, -0.568], [2.816, -1.394, -0.358], [3.269, -0.300, -1.559], [3.214, -1.215, 0.950], [3.950, -0.045, 1.403], [5.462, -0.204, 1.273], [6.022, -1.412, 2.019], [5.810, -1.353, 3.529], [3.155, -6.760, 3.390], [4.322, -5.527, 2.900], [3.845, -6.787, 1.764], [1.975, -4.615, 2.866], [1.505, -5.861, 1.729], [3.085, -4.949, 0.036], [3.658, -3.760, 1.190], [1.223, -2.903, 1.332], [0.845, -3.978, 0.015], [1.464, -2.515, -1.440], [2.597, -1.626, 1.634], [3.672, 0.112, 2.446], [3.626, 0.826, 0.834], [5.933, 0.714, 1.652], [5.702, -0.273, 0.212], [7.093, -1.495, 1.807], [5.558, -2.318, 1.619], [6.228, -0.432, 3.949], [6.287, -2.197, 4.036], [4.749, -1.376, 3.790]]
}



{
  "formula": "C3H10NO",
  "method": "ωB97M-V/def2-TZVPD",
  "gap_ev": 8.0,
  "total_charge": 1,
  "e_lumo_ha": -0.2082,
  "species": ["C", "N", "H", "H", "H", "H", "C", "O", "C", "H", "H", "H", "H", "H", "H"],
  "positions_angstrom": [[-1.713, 2.592, -0.305], [-2.415, 1.584, 0.014], [-1.662, 2.818, -1.349], [-1.203, 3.153, 0.463], [-2.537, 1.350, 0.991], [-2.850, 0.986, -0.680], [1.616, -0.888, 0.455], [0.937, 0.093, -0.336], [1.234, -2.313, 0.110], [2.696, -0.749, 0.396], [1.350, -0.667, 1.486], [1.370, 0.126, -1.199], [2.072, -2.932, -0.194], [0.604, -2.804, 0.854], [0.501, -2.349, -0.705]]
}



Number 1: total energy -3954.1847 Ha. Number 2: total energy -343.9428 Ha. Number 3: total energy -7302.9625 Ha. Number 4: total energy -249.9928 Ha.